#i
Formula: C4H21N2O5
Source: the OMol25 dataset
Level of theory: ωB97M-V/def2-TZVPD

```
! wB97M-V def2-TZVPD RIJCOSX def2/J DEFGRID3
* xyz 1 1
C 1.018 3.493 -1.204
C 0.239 2.276 -1.646
C 0.690 1.044 -0.821
N -0.477 0.435 -0.133
C -0.375 0.044 1.111
N -1.358 -0.440 1.852
H 0.717 3.766 -0.198
H 2.081 3.303 -1.090
H 0.961 4.341 -1.882
H -0.850 2.293 -1.630
H 0.444 2.049 -2.687
H 1.178 0.336 -1.491
H 1.400 1.308 -0.039
H -0.971 -0.110 -0.835
H 0.542 0.226 1.671
H -0.971 -0.782 2.725
H -2.248 -0.778 1.466
H 1.728 -1.488 -4.044
H 1.536 -2.475 -2.932
O 1.254 -1.624 -3.223
H 3.315 -0.260 2.506
H 2.257 -1.181 3.032
O 2.375 -0.298 2.713
H -3.040 -1.764 -0.442
H -4.418 -1.466 0.240
O -3.470 -1.527 0.388
H -0.204 -2.530 3.943
H 0.206 -1.195 4.749
O 0.359 -1.758 3.985
H -0.749 -2.207 -1.741
H -1.667 -1.432 -2.639
O -1.501 -1.599 -1.702
*
```

Calculated values
HOMO-LUMO gap: 10.8 eV

Atomic charges from the Löwdin analysis, expressed in e, are listed below: -0.10, -0.23, -0.15, 0.06, -0.13, 0.20, 0.08, 0.08, 0.08, 0.11, 0.10, 0.10, 0.11, 0.10, 0.12, 0.08, 0.08, 0.05, 0.03, -0.03, 0.06, 0.01, -0.05, 0.02, 0.07, -0.05, 0.06, 0.07, -0.04, 0.07, 0.09, -0.04

#ii
Formula: C4H21N2O5
Source: the OMol25 dataset
Level of theory: ωB97M-V/def2-TZVPD

```
! wB97M-V def2-TZVPD RIJCOSX def2/J DEFGRID3
* xyz 1 1
N -1.541 0.929 -0.513
C -0.457 0.073 -1.167
C 0.820 0.833 -1.263
C 2.049 -0.115 -1.660
O 3.100 0.225 -0.743
C -1.080 -0.570 -2.402
N -1.945 -1.645 -1.976
H -2.045 1.295 -1.310
H -2.143 0.271 -0.009
H -1.168 1.605 0.150
H -0.282 -0.727 -0.471
H 0.953 1.634 -1.993
H 1.160 1.335 -0.366
H 1.788 -1.174 -1.596
H 2.287 0.218 -2.670
H 3.756 -0.476 -0.826
H -0.299 -0.826 -3.116
H -1.622 0.198 -2.970
H -1.469 -2.540 -2.011
H -2.821 -1.743 -2.480
H 2.299 0.114 2.295
H 1.992 0.303 0.782
O 1.610 0.056 1.629
H 0.225 1.734 2.782
H 1.285 2.734 2.728
O 0.341 2.685 2.932
H 0.002 -2.550 3.506
H -1.167 -2.697 2.508
O -0.735 -2.078 3.107
H -1.139 -0.361 2.144
H -1.889 0.982 2.814
O -1.863 0.278 2.168
*
```

Calculated values
HOMO-LUMO gap: 11.1 eV

Atomic charges from the Löwdin analysis, expressed in e, are listed below: 0.23, -0.30, -0.12, -0.19, -0.07, -0.23, 0.03, 0.16, 0.14, 0.16, 0.14, 0.13, 0.10, 0.13, 0.12, 0.11, 0.13, 0.13, 0.09, 0.09, 0.06, -0.02, -0.05, -0.01, 0.04, -0.06, 0.06, 0.05, -0.04, 0.01, 0.06, -0.05

Stability summary: most stable #i, least stable #ii.